Run P
12
Properties=species:S:1:pos:R:3:lowdin_charge:R:1 method="wB97M-V/def2-TZVPD" multiplicity=1 smiles=C1O[C@H]2C[C@@H]2S1 gap_ev=9.4
C -1.78 0.11 -0.49 -0.28
O -0.74 -0.84 -0.54 -0.09
C 0.13 -0.50 0.33 -0.51
C 1.54 -0.40 0.53 -0.08
C 0.89 0.82 -0.10 -0.43
S -0.67 1.80 -0.31 0.81
H -2.10 0.02 -1.49 0.07
H -2.47 0.27 0.43 0.12
H -0.20 -0.41 1.33 0.14
H 2.26 -0.96 -0.15 0.15
H 1.86 -0.53 1.50 0.08
H 1.28 0.62 -1.03 0.04



Run Q
12
Properties=species:S:1:pos:R:3:lowdin_charge:R:1 method="wB97M-V/def2-TZVPD" multiplicity=1 gap_ev="6.5 / 7.5"
C 0.80 1.12 0.27 -0.20
C 0.69 -0.22 -0.63 -0.23
C -0.57 1.00 0.90 -0.41
C -1.26 -1.33 -0.05 -0.49
O 0.06 -1.42 -0.17 -0.13
S -1.90 0.19 -0.02 0.91
H 1.54 1.03 0.95 0.06
H 0.97 1.85 -0.51 0.10
H 0.19 0.09 -1.57 0.11
H 1.72 -0.33 -1.03 0.13
H -0.58 0.37 1.85 0.04
H -1.66 -2.35 0.02 0.11



Run R
12
Properties=species:S:1:pos:R:3:lowdin_charge:R:1 method="wB97M-V/def2-TZVPD" multiplicity=1 gap_ev=8.8
C -0.59 0.25 0.49 -0.64
C 0.10 -1.09 0.20 -0.33
C 1.49 0.66 -0.38 -0.11
C 0.45 1.38 -0.02 -0.07
H -1.96 -0.86 -1.72 0.07
H -0.84 0.39 1.57 0.08
H -0.56 -1.88 -0.38 0.10
H -0.11 -1.55 1.53 0.20
H 2.51 0.85 -0.98 0.17
H 0.50 2.48 0.34 0.13
O 1.34 -0.80 -0.36 -0.12
S -2.33 0.17 -0.30 0.54



Run S
12
Properties=species:S:1:pos:R:3:lowdin_charge:R:1 method="wB97M-V/def2-TZVPD" multiplicity=1 smiles=C1O[C@H]2C[C@@H]2S1 gap_ev=9.3
C -1.47 0.72 0.06 -0.35
O -0.03 1.41 -0.02 -0.06
C 0.55 0.28 -0.43 -0.58
C 1.57 -0.87 -0.02 0.05
C 0.12 -0.67 0.33 -0.75
S -1.49 -1.09 -0.11 0.95
H -2.06 1.02 0.98 0.10
H -1.95 1.20 -0.83 0.09
H 0.34 0.19 -1.44 0.12
H 2.31 -0.38 0.87 0.17
H 1.89 -1.58 -0.80 0.10
H 0.22 -0.23 1.41 0.17



Which of them is the least stable? Correct choice: run S.



Run P
12
Properties=species:S:1:pos:R:3:lowdin_charge:R:1 method="wB97M-V/def2-TZVPD" multiplicity=1 smiles="C[C@H]1O[C@H]1C=S" gap_ev=7.9
C 0.85 -0.90 0.98 -0.08
C -0.10 -0.93 -0.29 -0.33
O -1.42 -0.57 0.12 -0.11
C -0.74 0.31 -0.86 -0.31
C -0.47 1.74 -0.45 -0.48
S 0.64 2.77 -1.39 0.55
H 0.37 0.09 1.62 0.13
H 1.02 -2.05 1.53 0.14
H 1.97 -0.55 0.82 0.08
H -0.33 -1.98 -0.81 0.17
H -1.10 -0.02 -1.90 0.16
H -0.68 2.10 0.64 0.09



Run Q
12
Properties=species:S:1:pos:R:3:lowdin_charge:R:1 method="wB97M-V/def2-TZVPD" multiplicity=1 smiles="C[C@H]1O[C@H]1C=S" gap_ev=8.4
C 1.15 1.04 0.11 -0.03
C 0.81 -0.37 -0.35 -0.31
O 0.63 -1.46 0.50 0.01
C -0.56 -0.98 -0.23 -0.31
C -1.61 -0.31 0.45 -0.62
S -3.15 -0.04 -0.03 0.68
H 1.06 1.15 1.20 0.09
H 2.14 1.30 -0.30 0.08
H 0.42 1.66 -0.38 0.08
H 1.28 -0.60 -1.30 0.14
H -0.89 -1.59 -1.04 0.13
H -1.28 0.19 1.37 0.07



Run R
12
Properties=species:S:1:pos:R:3:lowdin_charge:R:1 method="wB97M-V/def2-TZVPD" multiplicity=1 smiles="O=CC[C@@H]1CS1" gap_ev=10.0
O -2.28 -0.84 -0.16 0.04
C -1.88 0.24 0.24 -0.29
C -0.76 0.99 -0.38 -0.20
C 0.40 0.55 0.43 -0.66
C 1.75 0.80 -0.09 -0.44
S 1.29 -0.94 -0.03 0.85
H -2.32 0.54 1.19 0.12
H -0.99 2.08 -0.29 0.14
H -0.74 0.65 -1.43 0.14
H 0.27 0.62 1.53 0.12
H 1.83 1.32 -1.07 0.09
H 2.50 1.11 0.64 0.08



Which of them is the least stable? Correct choice: run P.



Run P
15
Properties=species:S:1:pos:R:3:lowdin_charge:R:1 method="wB97M-V/def2-TZVPD" multiplicity=1 smiles=CC[C@@H](C)O gap_ev=11.1
C -0.84 0.87 1.55 -0.11
C -0.80 0.68 0.03 -0.21
C -0.20 -0.66 -0.44 -0.45
C 0.74 -0.45 -1.62 -0.07
O 0.50 -1.26 0.64 -0.06
H 0.17 0.84 1.97 0.07
H -1.42 0.09 2.04 0.07
H -1.29 1.84 1.79 0.07
H -1.81 0.77 -0.38 0.11
H -0.22 1.51 -0.40 0.10
H -1.02 -1.32 -0.74 0.14
H 0.25 0.09 -2.44 0.08
H 1.61 0.14 -1.29 0.09
H 1.11 -1.40 -2.02 0.08
H 0.86 -2.10 0.33 0.09



Run Q
15
Properties=species:S:1:pos:R:3:lowdin_charge:R:1 method="wB97M-V/def2-TZVPD" multiplicity=1 gap_ev=7.6
C 1.98 -0.13 0.03 -0.10
C 0.88 -0.09 -1.00 -0.22
C -0.27 0.69 -0.80 -0.32
C -1.73 -0.71 0.32 -0.15
O -0.28 1.64 0.15 0.05
H 1.55 -0.10 1.04 0.08
H 2.67 0.72 -0.05 0.08
H 2.57 -1.04 -0.07 0.07
H 1.06 -0.41 -2.02 0.11
H -0.27 -0.67 -0.45 0.14
H -0.99 0.78 -1.60 0.14
H -1.96 -1.71 -0.07 0.00
H -1.49 -0.79 1.39 0.00
H -2.65 -0.11 0.21 0.00
H -1.20 1.86 0.38 0.12



Which of them is the least stable? Correct choice: run Q.



Run P
15
Properties=species:S:1:pos:R:3:lowdin_charge:R:1 method="wB97M-V/def2-TZVPD" multiplicity=1 gap_ev=7.5
C -1.11 0.15 -1.35 -0.10
C 0.32 0.52 -0.89 -0.23
C 1.20 -0.61 -0.30 -0.25
C 0.46 -1.23 0.86 -0.08
O -0.69 1.19 1.68 -0.13
H -1.66 1.06 -1.56 0.08
H -1.62 -0.30 -0.50 0.05
H -1.19 -0.46 -2.24 0.07
H 0.84 1.13 -1.61 0.11
H 0.08 0.95 0.11 0.04
H 1.41 -1.41 -1.02 0.12
H -0.44 -1.65 0.41 0.07
H 0.89 -1.95 1.53 0.09
H 0.00 -0.36 1.44 0.04
H 2.17 -0.17 -0.06 0.11



Run Q
15
Properties=species:S:1:pos:R:3:lowdin_charge:R:1 method="wB97M-V/def2-TZVPD" multiplicity=1 gap_ev=9.3
C 1.14 1.66 0.22 -0.13
C 1.08 0.13 0.10 -0.29
C -0.22 -0.45 0.62 -0.27
C -0.82 -1.56 -0.03 -0.05
O -2.18 -0.57 -0.79 -0.16
H 0.34 2.12 -0.38 0.07
H 1.00 1.98 1.26 0.07
H 2.10 2.06 -0.13 0.07
H 1.22 -0.15 -0.95 0.10
H 1.94 -0.29 0.64 0.10
H -1.38 0.05 -0.10 0.13
H -0.39 -0.36 1.69 0.11
H -0.38 -1.99 -0.93 0.10
H -1.47 -2.24 0.51 0.10
H -1.98 -0.39 -1.73 0.06



Run R
15
Properties=species:S:1:pos:R:3:lowdin_charge:R:1 method="wB97M-V/def2-TZVPD" multiplicity=1 gap_ev=8.1
C 1.45 -0.14 -0.86 -0.07
O 0.21 -0.43 -0.24 -0.37
C -0.63 1.02 0.38 -0.08
C -0.72 -1.05 -1.13 -0.08
C -0.67 0.68 1.85 -0.21
H 1.89 -1.07 -1.25 0.10
H 2.10 0.28 -0.08 0.10
H 1.31 0.59 -1.67 0.10
H 0.25 1.69 0.23 0.02
H -1.61 -1.27 -0.55 0.10
H -0.28 -1.97 -1.53 0.10
H -0.99 -0.35 -1.93 0.10
H -1.08 1.59 2.32 0.07
H 0.29 0.46 2.35 0.06
H -1.37 -0.13 2.08 0.06



Which of them is the least stable? Correct choice: run P.



Run P
15
Properties=species:S:1:pos:R:3:lowdin_charge:R:1 method="wB97M-V/def2-TZVPD" multiplicity=1 smiles=CC[C@H](C)O gap_ev=10.9
C 1.61 -0.23 -0.49 -0.16
C 0.82 -0.30 0.74 -0.27
C -0.64 0.18 0.46 -0.45
C -1.37 -0.95 -0.29 -0.06
O -0.51 1.31 -0.36 -0.10
H 2.67 -0.35 -0.21 0.06
H 1.49 0.83 -0.84 0.08
H 1.52 -1.13 -1.34 0.14
H 1.29 0.33 1.48 0.10
H 0.84 -1.34 1.10 0.11
H -1.20 0.56 1.41 0.16
H -2.40 -0.57 -0.45 0.08
H -0.91 -1.33 -1.27 0.10
H -1.45 -1.85 0.36 0.08
H -0.24 2.12 0.16 0.13



Run Q
15
Properties=species:S:1:pos:R:3:lowdin_charge:R:1 method="wB97M-V/def2-TZVPD" multiplicity=1 smiles="CC=O.CC" gap_ev=10.9
C -1.47 -0.92 -3.14 -0.06
C -1.79 0.45 -2.65 -0.33
O -1.28 1.02 -1.73 0.04
H -0.83 -1.45 -2.44 0.08
H -2.43 -1.40 -3.30 0.07
H -1.00 -0.99 -4.12 0.08
H -2.34 1.10 -3.36 0.11
C 2.25 0.56 3.67 -0.18
C 1.79 -0.84 3.20 -0.18
H 2.21 1.28 2.84 0.06
H 1.60 1.08 4.37 0.06
H 3.28 0.46 4.01 0.06
H 2.47 -1.27 2.46 0.06
H 0.90 -0.74 2.59 0.06
H 1.81 -1.57 4.02 0.06



Run R
15
Properties=species:S:1:pos:R:3:lowdin_charge:R:1 method="wB97M-V/def2-TZVPD" multiplicity=1 gap_ev="8.1 / 8.3"
C 1.61 1.03 1.10 -0.12
C 0.10 1.01 0.91 -0.23
C -0.31 0.25 -0.32 -0.22
O -1.37 -0.48 -0.26 -0.14
C -1.86 -1.25 -1.21 -0.10
H 2.11 1.46 0.22 0.07
H 1.89 1.62 1.97 0.07
H 2.00 0.01 1.23 0.07
H -0.27 2.05 0.86 0.11
H -0.39 0.54 1.77 0.12
H 0.65 -1.76 -0.75 0.07
H 0.11 0.46 -1.30 0.12
H -1.58 -1.03 -2.23 0.07
H 0.08 -2.19 -1.04 0.06
H -2.79 -1.73 -0.95 0.06



Which of them is the least stable? Correct choice: run R.



Run P
15
Properties=species:S:1:pos:R:3:lowdin_charge:R:1 method="wB97M-V/def2-TZVPD" multiplicity=1 gap_ev=7.7
C 1.24 -0.38 1.38 -0.11
C -0.21 -0.22 0.97 -0.23
C -0.66 1.12 0.23 -0.24
C -0.67 1.10 -1.29 -0.11
O 0.19 -1.66 -1.27 -0.09
H 1.33 -1.37 1.83 0.08
H 1.85 -0.38 0.47 0.07
H 1.60 0.36 2.10 0.08
H -0.87 -0.27 1.84 0.11
H -0.40 -1.02 0.20 0.06
H -0.19 1.99 0.72 0.11
H 0.30 1.32 -1.72 0.07
H -1.41 1.77 -1.73 0.08
H -0.76 0.03 -1.53 0.03
H -1.68 1.17 0.65 0.09



Run Q
15
Properties=species:S:1:pos:R:3:lowdin_charge:R:1 method="wB97M-V/def2-TZVPD" multiplicity=1 smiles="C=O.CCC" gap_ev=11.1
C -1.96 1.51 2.21 -0.15
O -3.16 1.57 2.32 0.00
H -1.36 2.44 2.29 0.09
H -1.46 0.55 2.03 0.06
C 1.87 -0.99 -0.45 -0.13
C 0.67 -0.84 -1.38 -0.32
C -0.35 0.14 -0.76 -0.13
H 1.60 -1.69 0.34 0.07
H 2.10 -0.02 -0.01 0.07
H 2.75 -1.40 -0.95 0.07
H 0.23 -1.79 -1.68 0.10
H 0.96 -0.37 -2.32 0.09
H -1.38 -0.09 -1.04 0.07
H -0.57 -0.15 0.28 0.04
H 0.06 1.14 -0.86 0.08



Which of them is the least stable? Correct choice: run P.



Run P
15
Properties=species:S:1:pos:R:3:lowdin_charge:R:1 method="wB97M-V/def2-TZVPD" multiplicity=1 smiles="C=C(C)C.O" gap_ev=10.3
C 0.43 0.27 1.29 0.02
C 0.65 0.04 0.00 -0.46
C 0.85 -1.35 -0.44 -0.09
C 0.66 1.05 -1.04 -0.09
H 0.49 -0.38 2.12 0.05
H 0.12 1.20 1.75 0.07
H -0.13 -1.66 -0.80 0.08
H 1.14 -2.12 0.29 0.08
H 1.66 -1.55 -1.22 0.11
H 0.15 0.84 -1.98 0.08
H 0.21 2.08 -0.80 0.11
H 1.61 1.30 -1.47 0.07
O -2.77 0.26 0.41 -0.04
H -2.04 -0.33 0.59 0.01
H -3.03 0.37 1.30 0.01



Run Q
15
Properties=species:S:1:pos:R:3:lowdin_charge:R:1 method="wB97M-V/def2-TZVPD" multiplicity=1 smiles=CC[C@@H](C)O gap_ev=11.2
C -1.48 -0.68 -1.04 -0.10
C -0.46 0.39 -0.67 -0.21
C 0.63 -0.24 0.22 -0.48
C 1.84 0.66 0.42 -0.06
O 0.10 -0.56 1.50 -0.05
H -1.59 -1.40 -0.21 0.06
H -1.15 -1.25 -1.92 0.08
H -2.49 -0.30 -1.24 0.07
H 0.01 0.82 -1.56 0.11
H -0.93 1.21 -0.12 0.12
H 0.97 -1.17 -0.27 0.14
H 2.27 0.92 -0.55 0.08
H 1.55 1.59 0.94 0.09
H 2.60 0.16 1.02 0.08
H -0.63 -1.18 1.35 0.07



Run R
15
Properties=species:S:1:pos:R:3:lowdin_charge:R:1 method="wB97M-V/def2-TZVPD" multiplicity=1 smiles="[H][H].CC=O.C=C" gap_ev=11.0
H 1.58 2.52 0.99 0.04
H 0.96 2.20 1.26 0.02
C -2.14 -0.38 -0.23 -0.06
C -1.22 0.70 0.26 -0.36
O -1.00 0.92 1.43 -0.01
H -1.69 -0.90 -1.08 0.07
H -2.36 -1.08 0.58 0.08
H -3.08 0.07 -0.58 0.08
H -0.74 1.33 -0.53 0.11
C 2.05 -0.43 -0.52 -0.08
C 1.17 -1.37 -0.19 -0.10
H 2.38 -0.29 -1.54 0.05
H 2.48 0.24 0.23 0.03
H 0.75 -2.04 -0.93 0.05
H 0.85 -1.50 0.84 0.06



Which of them is the least stable? Correct choice: run R.